Here is a molecular structure, C25H37AsBrN2Si3Ti from the OMol25 dataset. Energies are from ωB97M-V with the def2-TZVPD basis set.

Summary:
- ΔE to the lowest compared entry with this formula, charge and spin (eV) = 0.719
- net charge = +3
- HOMO level (eV) = -16.97
- total energy (eV) = -207110.183
- orbital gap (eV) = 6.239

Geometry (Å):
Ti -0.1850 0.6702 0.4260
Br -1.2325 1.9356 -1.6060
C -0.1764 0.8895 -2.8954
C -0.3053 1.1678 -4.2252
C 0.3718 0.3577 -5.1523
C 1.0999 -0.7176 -4.7237
C 1.2437 -1.0010 -3.3498
C 1.9753 -2.1209 -2.9086
C 2.1123 -2.3875 -1.5722
C 1.5419 -1.5226 -0.6246
C 0.8001 -0.4139 -0.9913
C 0.6189 -0.1565 -2.3781
H -0.9265 1.9762 -4.5796
H 0.2876 0.5772 -6.2039
H 1.5724 -1.3759 -5.4351
H 2.4105 -2.7669 -3.6555
H 2.6451 -3.2665 -1.2484
H 1.6831 -1.7511 0.4351
N -4.4239 -4.5845 3.3466
C -3.7159 -3.8380 2.8485
C -2.8494 -2.8742 2.2657
C -3.3181 -1.9748 1.3020
C -2.4703 -0.9863 0.8418
N -1.2002 -0.8607 1.2660
C -0.7359 -1.7619 2.1498
C -1.5161 -2.7690 2.6785
H -4.3304 -2.0492 0.9378
H -2.8410 -0.2633 0.1092
H 0.3033 -1.6450 2.4497
H -1.1105 -3.4531 3.4070
C 2.2337 -0.4851 4.4621
Si 1.2358 1.0898 4.0530
C 1.8529 2.6100 5.0001
C -0.6805 0.8840 4.1212
As 1.7818 1.3775 1.6232
Si 1.0820 3.6902 1.2302
C 1.8843 5.0389 2.2994
C 1.3988 3.9057 -0.6496
C -0.7932 3.5284 1.6516
Si 4.3091 0.9407 0.9597
C 5.1249 2.1754 2.1619
C 4.5716 -0.9115 1.3469
C 4.2549 1.3922 -0.8940
H 1.9968 -0.8663 5.4509
H 3.2947 -0.2451 4.4656
H 2.0869 -1.2982 3.7537
H 1.7857 2.4454 6.0712
H 1.2738 3.5014 4.7869
H 2.8948 2.8224 4.7785
H -0.9646 -0.0801 4.5360
H -1.1702 0.9850 3.1452
H -1.1178 1.6385 4.7737
H 2.8087 4.7218 2.7737
H 1.2126 5.3860 3.0783
H 2.1165 5.9045 1.6846
H 2.2832 4.5208 -0.8042
H 0.5791 4.4331 -1.1354
H 1.5636 2.9516 -1.1670
H -0.9579 3.6978 2.7149
H -1.2164 2.5323 1.3929
H -1.3814 4.2798 1.1305
H 5.1618 1.7645 3.1705
H 4.5778 3.1189 2.1878
H 6.1495 2.3950 1.8697
H 3.7036 -1.3482 1.8356
H 5.4220 -1.0487 2.0083
H 4.7871 -1.4768 0.4456
H 4.2418 2.4708 -1.0327
H 3.3880 0.9537 -1.3933
H 5.1424 1.0253 -1.4030



Here is a molecular structure, C25H37ClIN3O7SSiY from the OMol25 dataset. Energies are from ωB97M-V with the def2-TZVPD basis set.

Summary:
- ΔE to the lowest compared entry with this formula, charge and spin (eV) = 0.000
- net charge = -1
- HOMO level (eV) = -5.50
- total energy (eV) = -85723.180
- orbital gap (eV) = 7.418

Geometry (Å):
Y 0.3635 -0.9643 1.5805
N 0.3925 -3.4723 1.5054
C 0.9244 -4.0138 2.7680
C 0.4611 -3.1725 3.9607
O 0.5848 -3.6473 5.0920
N -0.0201 -1.9791 3.6080
C -0.4273 -1.1121 4.7028
C -0.8383 0.2650 4.1792
O -1.4679 1.0281 4.8931
O -0.4605 0.5340 2.9588
H -0.6018 -3.6620 1.4317
H 0.8434 -3.8781 0.6946
H 2.0145 -3.9682 2.7378
H 0.6328 -5.0501 2.9452
H 0.3890 -0.9630 5.4186
H -1.2557 -1.5282 5.2798
Cl 7.0654 -2.0518 -1.4882
C 5.7241 -1.6609 -0.4396
C 5.9665 -1.2043 0.8241
C 4.9144 -0.8755 1.6930
I 5.3095 -0.1556 3.6075
C 3.5796 -1.0036 1.3216
O 2.5676 -0.7110 2.0550
C 3.3487 -1.4951 -0.0206
N 2.0424 -1.6107 -0.3636
C 1.7316 -2.0297 -1.5684
C 2.7067 -2.3648 -2.5231
C 4.0305 -2.2606 -2.1955
C 4.3997 -1.8162 -0.9080
H 6.9880 -1.0898 1.1611
H 0.6733 -2.0967 -1.7941
H 2.3983 -2.6980 -3.5052
H 4.8033 -2.5123 -2.9099
C 1.9678 2.1508 0.5426
C 0.9451 2.0463 -0.5772
C 0.0993 3.3178 -0.6193
C 1.6308 1.8222 -1.9203
O 0.1378 0.8745 -0.3065
Si -1.4909 0.6120 -0.6365
S -1.7685 -1.3924 -0.1883
O -2.2405 1.6901 0.3131
C -3.4982 1.8905 0.9550
C -3.3056 3.1074 1.8504
C -4.5493 2.1503 -0.1197
C -3.8810 0.6862 1.8075
O -1.8095 1.0836 -2.1806
C -2.0349 0.4096 -3.4153
C -0.9721 -0.6559 -3.6718
C -1.9626 1.4896 -4.4879
C -3.4234 -0.2242 -3.3898
H 2.5813 3.0432 0.4099
H 2.6246 1.2815 0.5485
H 1.4586 2.2149 1.5069
H 0.7483 4.1691 -0.8326
H -0.3944 3.4738 0.3387
H -0.6626 3.2529 -1.3980
H 2.3107 2.6481 -2.1395
H 0.8791 1.7655 -2.7104
H 2.2029 0.8917 -1.9070
H -2.9933 3.9676 1.2531
H -2.5383 2.8842 2.5939
H -4.2352 3.3537 2.3675
H -4.2478 2.9922 -0.7463
H -5.5163 2.3719 0.3364
H -4.6561 1.2667 -0.7547
H -3.0932 0.4873 2.5337
H -4.0266 -0.2009 1.1912
H -4.8050 0.9066 2.3465
H 0.0292 -0.2261 -3.5953
H -1.1005 -1.0695 -4.6749
H -1.0710 -1.4591 -2.9414
H -0.9686 1.9421 -4.4970
H -2.6946 2.2704 -4.2758
H -2.1670 1.0691 -5.4747
H -3.4762 -0.9567 -2.5825
H -3.6376 -0.7233 -4.3371
H -4.1784 0.5453 -3.2168



Here is a molecular structure, C25H37N4O15Y from the OMol25 dataset. Energies are from ωB97M-V with the def2-TZVPD basis set.

Summary:
- net charge = +2
- HOMO level (eV) = -12.60
- total energy (eV) = -64229.840
- orbital gap (eV) = 5.688

Geometry (Å):
Y 1.6331 -1.8014 -2.7020
O 0.2282 1.5845 -0.7090
C 0.7074 0.4902 -1.3230
O -0.0691 -0.4913 -1.7093
O 1.9600 0.3682 -1.6767
H 1.0557 2.1495 -0.7758
C 3.1968 -2.4914 0.5246
O 2.7497 -2.3260 -0.6392
N 2.5061 -2.5886 1.6126
C 1.0766 -2.5350 1.6644
C 3.1715 -2.8316 2.8846
H 4.2515 -2.6269 0.8047
H 0.7113 -1.9237 2.4932
H 0.6689 -3.5316 1.9122
H 0.6226 -2.2068 0.7368
H 4.1806 -2.4241 2.8761
H 2.6429 -2.3149 3.6702
H 3.2245 -3.9043 3.0699
C 4.8551 -0.5033 -2.5271
O 3.8215 -1.0895 -2.9474
N 5.8354 -1.1058 -1.9487
C 6.9089 -0.2825 -1.3631
C 5.9905 -2.5691 -1.9445
H 4.9966 0.5668 -2.6085
H 6.7907 -0.1401 -0.2874
H 6.9922 0.6885 -1.8537
H 7.8993 -0.7174 -1.5194
H 6.2612 -2.9501 -2.9291
H 6.7394 -2.8440 -1.2166
H 5.0320 -3.0161 -1.6646
C 1.4062 1.3612 4.8189
O 2.1077 0.4740 4.4880
N 0.5809 2.0153 3.9862
C -0.1254 3.1723 4.4410
C 0.5331 1.7148 2.5872
H 1.3131 1.6844 5.8586
H -0.0015 3.9404 3.6810
H 0.2908 3.5356 5.3751
H -1.1732 2.9568 4.6482
H 1.0757 2.4929 2.0251
H 0.9283 0.7263 2.4202
H -0.4945 1.8855 2.2493
C -0.2731 -4.4650 -1.3033
O 0.3022 -3.3556 -1.6031
N -1.3986 -4.5485 -0.6553
C -1.9510 -5.8284 -0.2342
C -2.1930 -3.3560 -0.3493
H 0.0972 -5.4457 -1.6143
H -1.9686 -5.8965 0.8607
H -1.4453 -6.6777 -0.6739
H -3.0205 -5.8671 -0.4739
H -1.5897 -2.4696 -0.5265
H -3.0760 -3.3661 -0.9791
H -2.4221 -3.3250 0.7159
C -3.7641 5.8722 -1.3405
C -3.1140 4.9019 -1.9483
C -1.6685 4.5717 -1.6400
O -1.1134 3.6545 -2.1731
C -1.0278 5.4297 -0.6409
C -1.6406 6.4848 -0.1031
C -3.0947 6.7611 -0.3832
O -3.6631 7.6513 0.1566
O -1.0453 7.2782 0.7859
O -3.7490 4.1587 -2.8663
H -4.8064 6.0561 -1.5501
H -0.0290 5.1407 -0.3175
H -1.7301 7.7656 1.2924
H -3.3174 3.2870 -3.0002
C -3.9789 -0.2907 0.1659
C -3.3657 0.4700 -0.6861
C -3.7148 0.3807 -2.1476
O -3.2588 1.1469 -2.9218
C -4.6893 -0.6244 -2.5123
C -5.3152 -1.4153 -1.6339
C -4.9642 -1.3449 -0.1978
O -5.4812 -2.0062 0.6647
O -6.1385 -2.3766 -2.0773
O -2.6440 1.5262 -0.3011
H -3.8531 -0.1424 1.2333
H -4.8967 -0.7930 -3.5641
H -6.3557 -2.9810 -1.3374
H -1.7239 1.4463 -0.6030



> Which value of HOMO level does entry 2 give?

-5.50 eV



> What is the formula in the second record?

C25H37ClIN3O7SSiY